(1)
ORCA calculation (ωB97M-V with the def2-TZVPD basis set) on an isolated ion of composition C2H5N6O2 and charge +1.

## Properties
- Structure (SMILES): C1NONN1c1non[nH+]1
- HOMO energy: -14.704 eV
- Gap between HOMO and LUMO: 8.933 eV
- Net charge: +1
- Strongest force on any atom: 3.63 eV Å⁻¹

Each line ends with the Mulliken charge.
Geometry (Å):
1 C 0.39486 -1.60285 0.13680  -0.30
2 N 1.66587 -1.57999 0.70696  -0.24
3 O 2.08496 -0.18581 0.77104  -0.20
4 N 0.96241 0.53002 1.22443  -0.28
5 N -0.24171 -0.18404 0.51866  -0.02
6 C -0.88824 0.53949 -0.39758  0.47
7 N -2.02259 0.15527 -1.04737  -0.23
8 O -2.35808 1.10180 -1.88134  0.13
9 N -1.56135 2.10698 -1.77833  -0.23
10 N -0.69329 1.83517 -0.84376  0.28
11 H 0.36541 -1.44657 -0.94321  0.32
12 H -0.24601 -2.37016 0.45257  0.31
13 H 1.68561 -1.79909 1.70901  0.35
14 H 0.84972 0.36055 2.25306  0.32
15 H 0.00243 2.53925 -0.88093  0.32

Cartesian forces (eV/Å) of the 2 atoms listed first:
-0.868 2.963 -1.465
1.177 0.807 1.462

---

(2)
ORCA calculation (ωB97M-V with the def2-TZVPD basis set) on C24H45NP2SiZr as an isolated structure.

## Properties
- HOMO energy (spin up / spin down): -12.467 / -12.470 eV
- Gap between HOMO and LUMO (spin up / spin down): 4.144 / 4.150 eV
- Net charge: +2
- Strongest force on any atom: 4.41 eV Å⁻¹

Each line ends with the Mulliken charge.
Geometry (Å):
1 P -0.24067 -1.45122 -5.72507  1.16
2 P 0.14893 1.96250 -5.19496  1.05
3 C -0.52356 -0.15828 -7.03023  -1.25
4 C 0.30225 1.11953 -6.85998  -1.16
5 H -1.60677 0.05235 -7.05118  0.42
6 H -0.24704 -0.66132 -7.97091  0.59
7 H 1.37485 0.91541 -7.00940  0.42
8 H -0.02223 1.87334 -7.59785  0.69
9 C -1.50051 2.72292 -5.49923  -1.42
10 H -1.75316 3.38696 -4.66375  0.43
11 H -2.28695 1.96175 -5.59537  0.34
12 H -1.43998 3.30486 -6.42983  0.51
13 C 1.24709 3.37774 -5.55139  -1.39
14 H 0.88184 3.92154 -6.43388  0.45
15 H 2.26113 3.00102 -5.73535  0.42
16 H 1.26589 4.04010 -4.67782  0.38
17 C -1.48207 -2.69380 -6.20577  -1.34
18 H -1.54407 -3.47451 -5.43950  0.32
19 H -1.18036 -3.13874 -7.16319  0.45
20 H -2.46300 -2.21173 -6.30552  0.39
21 C 1.31245 -2.17979 -6.38632  -1.43
22 H 2.10188 -1.41817 -6.45898  0.35
23 H 1.10444 -2.59098 -7.38387  0.52
24 H 1.65648 -2.97677 -5.71624  0.37
25 Zr -0.96643 1.23421 -0.23016  0.76
26 C 0.84858 1.06605 -1.74607  0.43
27 C -0.36309 1.11539 -2.51114  -1.03
28 C -1.20672 0.00118 -3.12427  0.69
29 C -1.17416 -1.49417 -2.69566  -0.88
30 C -0.16616 -2.35850 -3.46768  -0.75
31 C 1.16906 -2.08845 -3.29651  -1.12
32 C 1.71440 -0.72031 -3.30623  0.93
33 C 1.81971 -0.06692 -1.88953  -1.32
34 C -0.34414 -0.66092 0.64365  -1.79
35 H 1.31210 2.03272 -1.52380  0.33
36 H -0.65806 2.12228 -2.87957  0.70
37 H -1.04177 0.00688 -4.23395  -1.32
38 H -2.27246 0.32272 -3.08609  0.82
39 H -1.06333 -1.62630 -1.61086  0.12
40 H -2.18847 -1.89034 -2.89877  0.44
41 H -0.48916 -3.39734 -3.65137  0.92
42 H 1.89626 -2.90751 -3.30831  0.51
43 H 1.08892 -0.08195 -3.95514  -1.19
44 H 2.71132 -0.71082 -3.77930  0.72
45 H 1.69446 -0.80855 -1.07598  0.22
46 H 2.85176 0.31373 -1.75786  0.50
47 H 0.60631 -0.54530 1.19718  0.49
48 H -0.22819 -1.52618 -0.01669  0.69
49 H -1.10965 -0.90107 1.40583  0.60
50 C -1.08586 4.03468 -0.16232  -1.42
51 Si -0.58157 3.67406 1.59966  0.17
52 C 0.81758 4.70324 2.23097  -1.08
53 C -2.00512 3.89384 2.76973  -1.06
54 N -0.02578 2.00259 1.51489  0.67
55 C 0.42654 1.45597 2.75070  -0.48
56 C 1.81643 1.34030 2.93916  -0.18
57 C 2.28744 0.55676 3.99322  -0.55
58 C 1.38553 -0.08699 4.85399  -0.55
59 C 0.00576 0.08190 4.69093  -0.86
60 C -0.48974 0.89340 3.66699  -0.02
61 H -1.39592 5.08335 -0.04079  0.50
62 H -1.98441 3.50373 -0.56078  0.49
63 H -0.25419 4.02455 -0.88315  0.31
64 H 0.55542 5.76983 2.20003  0.44
65 H 1.04673 4.44751 3.27592  0.34
66 H 1.72687 4.55874 1.63408  0.34
67 H -2.91094 3.37979 2.42528  0.32
68 H -1.75553 3.52664 3.77376  0.36
69 H -2.23424 4.96654 2.84592  0.39
70 H 2.47682 1.84874 2.23166  0.36
71 H 3.36143 0.43990 4.13672  0.41
72 H 1.76138 -0.71519 5.66754  0.42
73 H -0.69109 -0.42382 5.36517  0.42
74 H -1.56139 1.04122 3.50456  0.49

Cartesian forces (eV/Å) of the 2 atoms listed first:
-0.177 0.739 -1.384
-0.010 0.153 -1.411

---

(3)
ORCA calculation (ωB97M-V with the def2-TZVPD basis set) on CaH6N4O15 as an isolated structure.

## Properties
- HOMO energy: -1.885 eV
- Gap between HOMO and LUMO: 5.758 eV
- Net charge: -2
- Strongest force on any atom: 7.23 eV Å⁻¹

Each line ends with the Mulliken charge.
Geometry (Å):
1 Ca -0.10664 -0.32066 0.05393  2.35
2 N -0.63918 1.76481 2.80264  0.88
3 O -0.19009 1.88237 3.94507  -0.69
4 O -1.58213 2.42866 2.31522  -0.68
5 O -0.11315 0.97107 2.11925  -0.59
6 N 2.58080 -2.11992 1.22061  0.80
7 O 3.17973 -1.92395 2.25780  -0.66
8 O 3.12380 -2.71303 0.35994  -0.69
9 O 1.60359 -1.48122 0.98223  -0.61
10 N 1.23091 3.11764 -0.30866  0.84
11 O 2.32735 3.56465 -0.06062  -0.69
12 O 0.98343 1.91919 -0.52970  -0.62
13 O 0.28204 3.88076 -0.27494  -0.61
14 N -1.94323 0.85309 -2.55390  0.83
15 O -1.68647 0.18770 -1.57421  -0.61
16 O -2.45565 0.32398 -3.54664  -0.71
17 O -1.63330 2.01365 -2.54990  -0.59
18 O -2.07506 -1.10711 1.23269  -0.46
19 H -2.98540 -0.81985 1.16205  0.23
20 H -2.10406 -1.85060 1.83486  0.22
21 O 1.00796 -0.59412 -1.92761  -0.42
22 H 1.55007 -1.35741 -2.12695  0.23
23 H 1.09857 -0.02853 -2.69451  0.20
24 O -0.38165 -2.55625 -0.49515  -0.39
25 H -1.09478 -3.17452 -0.33569  0.22
26 H 0.02248 -2.86044 -1.30779  0.21

Cartesian forces (eV/Å) of the 2 atoms listed first:
0.220 2.642 0.929
-2.049 3.057 1.686

---

(4)
ORCA calculation (ωB97M-V with the def2-TZVPD basis set) on C11H8Cl2NOsS2Te4 as an isolated structure.

## Properties
- Multiplicity: 5
- HOMO energy (spin up / spin down): -10.289 / -10.641 eV
- Gap between HOMO and LUMO (spin up / spin down): 6.420 / 5.094 eV
- Net charge: +1
- Strongest force on any atom: 0.75 eV Å⁻¹

Each line ends with the Mulliken charge.
Geometry (Å):
1 Os -1.36598 1.05043 0.48271  0.65
2 Cl 1.02226 1.41548 0.46767  -0.32
3 C 1.54711 0.98912 2.10910  1.11
4 C 2.89879 1.05604 2.36810  -0.89
5 C 3.32029 0.75851 3.65537  -0.35
6 C 2.39425 0.41614 4.62757  -0.73
7 C 1.04395 0.36564 4.32131  0.30
8 Cl -0.07142 -0.06384 5.56534  -0.19
9 C 0.57535 0.65208 3.03424  -0.17
10 S -1.15817 0.59761 2.68087  -0.27
11 H 3.60023 1.33577 1.59498  0.42
12 H 4.37203 0.79926 3.90104  0.39
13 H 2.71010 0.18826 5.63561  0.43
14 Te -3.87553 0.95856 0.98382  0.06
15 Te -5.18036 2.98458 -0.22316  0.11
16 Te -3.56158 3.70346 -2.17485  0.12
17 Te -1.41361 2.15224 -1.97165  -0.10
18 S -1.20654 -1.48138 -0.09700  -0.29
19 C -0.90572 -1.52460 -1.78698  0.23
20 N 0.37264 -1.66144 -2.21455  0.00
21 C 0.74931 -1.74773 -3.51119  -0.21
22 C -0.19355 -1.69332 -4.49249  -0.60
23 C -1.53822 -1.55303 -4.11215  -0.11
24 C -1.88852 -1.46747 -2.78882  -0.53
25 H 1.07118 -1.72595 -1.48291  0.26
26 H 1.80706 -1.86432 -3.69373  0.41
27 H 0.09948 -1.76567 -5.52832  0.42
28 H -2.30752 -1.51379 -4.87205  0.41
29 H -2.91730 -1.36062 -2.47788  0.42

Cartesian forces (eV/Å) of the 2 atoms listed first:
-0.026 -0.375 -0.647
0.186 0.043 0.184

---

(5)
ORCA calculation (ωB97M-V with the def2-TZVPD basis set) on C17H33HfN2O17 as an isolated structure.

## Properties
- HOMO energy: -10.928 eV
- Gap between HOMO and LUMO: 4.863 eV
- Net charge: +1
- Strongest force on any atom: 10.64 eV Å⁻¹

Each line ends with the Mulliken charge.
Geometry (Å):
1 Hf 2.85074 -1.48183 -1.49514  2.16
2 N 3.83955 1.98514 -2.06627  0.71
3 O 3.53887 0.76271 -1.77585  -0.53
4 O 4.17440 2.74387 -1.16782  -0.53
5 O 3.72088 2.36379 -3.21960  -0.47
6 N 2.12879 -0.43338 -4.88956  0.77
7 O 0.98345 -0.52113 -5.31967  -0.53
8 O 2.99160 0.22980 -5.44893  -0.49
9 O 2.45897 -1.00146 -3.76749  -0.57
10 O -0.35439 0.65610 0.14188  0.15
11 C 0.71290 0.10789 -0.35267  1.37
12 O 1.63109 -0.49290 0.31040  -0.76
13 O 0.87510 -0.01168 -1.59640  -0.34
14 H -0.94395 0.93919 -0.58647  0.11
15 C -2.86812 5.59032 -0.10997  -0.57
16 O -2.71545 4.79791 -1.30544  -0.42
17 C -2.84888 3.41233 -1.08763  0.57
18 C -2.48210 2.67217 -2.35153  -0.75
19 O -2.42953 1.30280 -2.03164  -0.35
20 C -2.13266 0.42706 -3.11743  -0.64
21 H -2.76357 4.89282 0.72238  0.25
22 H -3.86070 6.03838 -0.07972  0.26
23 H -2.10768 6.36487 -0.08138  0.23
24 H -3.86035 3.22828 -0.71750  0.36
25 H -2.06262 3.08254 -0.39310  -0.45
26 H -1.52139 3.10618 -2.65226  0.30
27 H -3.16308 3.01002 -3.14117  0.46
28 H -1.25550 0.68805 -3.71520  0.39
29 H -2.98888 0.45344 -3.79513  0.41
30 H -1.95907 -0.56433 -2.70546  -0.04
31 C -2.14609 1.50084 2.60347  -0.11
32 O -1.22036 2.17108 3.42751  -0.44
33 C -0.16285 2.82248 2.72841  0.45
34 C 0.75939 3.60654 3.61170  -0.80
35 O 0.28077 4.91903 3.85932  -0.32
36 C 1.27994 5.87519 4.16752  -0.73
37 H -1.72882 0.53829 2.29948  0.10
38 H -2.35446 2.15864 1.75286  -0.09
39 H -3.10827 1.33689 3.08565  0.35
40 H -0.59419 3.37596 1.88738  0.06
41 H 0.36108 1.97233 2.27182  -0.07
42 H 1.77208 3.70918 3.20835  0.39
43 H 0.87835 3.11543 4.58435  0.35
44 H 0.78020 6.80497 4.41262  0.23
45 H 2.00297 5.89538 3.34522  0.31
46 H 1.82582 5.46815 5.02948  0.31
47 O 0.73999 -2.61496 -2.14572  -0.41
48 C -0.19865 -3.36445 -1.92760  0.53
49 O -1.28914 -2.92199 -1.32991  -0.28
50 C -2.03623 -4.09363 -0.90874  -0.34
51 C -1.66080 -5.22375 -1.83019  -0.61
52 C -0.20610 -4.86339 -2.14909  -0.49
53 H -3.11159 -3.93850 -0.82981  0.39
54 H -1.73444 -4.19321 0.13732  0.17
55 H -2.22007 -5.26705 -2.76411  0.30
56 H -1.83640 -6.18166 -1.34319  0.35
57 H 0.12249 -5.08081 -3.16866  0.41
58 H 0.55006 -5.45490 -1.62764  0.23
59 O 2.45023 -3.04529 0.08629  -1.01
60 C 2.28456 -3.78987 1.05504  0.39
61 O 1.04969 -4.21834 1.26698  -0.18
62 C 1.03348 -5.11916 2.42991  -0.41
63 C 2.50935 -5.49525 2.60010  -0.64
64 C 3.16828 -4.19625 2.16805  -0.50
65 H 0.55448 -6.04093 2.10570  0.31
66 H 0.55691 -4.69195 3.30597  0.33
67 H 2.87209 -6.28657 1.94598  0.29
68 H 2.77549 -5.76516 3.62011  0.37
69 H 4.21193 -4.36694 1.90104  0.41
70 H 3.20046 -3.40528 2.92282  0.33

Cartesian forces (eV/Å) of the 2 atoms listed first:
-7.211 7.449 -2.401
0.347 3.652 -1.016